# 1
A 6-piece molecular cluster, C31H61BrI2NO10S overall, computed with the ωB97M-V functional and the def2-TZVPD basis.

```
107
Properties=species:S:1:pos:R:3:lowdin_charge:R:1
C 9.20 3.20 1.36 -0.078
C 9.51 1.99 0.49 -0.290
C 8.26 1.29 0.00 -0.636
Br 8.66 0.22 -1.60 0.738
C 7.50 0.38 1.01 -0.321
C 8.17 0.17 2.37 -0.181
C 7.33 -0.74 3.29 -0.643
S 8.23 -2.20 3.91 0.817
C 6.08 -1.31 2.61 -0.163
N 5.26 -0.26 1.87 0.087
C 6.03 0.79 1.06 -0.261
C 5.64 2.21 1.51 -0.725
I 5.65 2.50 3.64 1.070
C 4.32 2.68 0.89 -0.847
C 3.02 2.28 1.57 -0.203
I 4.37 4.81 0.65 0.901
H 8.40 3.02 2.08 0.030
H 8.92 4.07 0.76 0.094
H 10.10 3.49 1.92 0.072
H 10.07 2.33 -0.39 0.096
H 10.17 1.28 1.00 0.104
H 7.58 2.05 -0.40 0.086
H 7.48 -0.61 0.54 0.098
H 9.13 -0.30 2.19 0.108
H 8.36 1.12 2.87 0.087
H 7.01 -0.18 4.16 0.055
H 8.41 -1.74 5.15 -0.118
H 6.33 -2.08 1.88 0.128
H 5.42 -1.74 3.35 0.132
H 4.62 -0.76 1.25 0.184
H 4.67 0.23 2.55 0.083
H 5.65 0.70 0.04 0.156
H 6.44 2.86 1.19 0.019
H 4.30 2.31 -0.14 0.075
H 3.02 1.22 1.88 0.069
H 2.17 2.41 0.91 0.054
H 2.82 2.87 2.47 0.054
O 12.17 4.04 0.85 0.095
C 12.93 3.18 0.49 -0.523
O 13.00 2.05 1.24 -0.014
C 13.85 0.94 0.89 -0.232
C 15.28 1.16 1.33 -0.058
C 13.81 3.34 -0.72 0.020
H 13.77 0.73 -0.18 0.111
H 13.40 0.10 1.42 0.121
H 15.73 2.00 0.81 0.071
H 15.87 0.27 1.12 0.085
H 15.32 1.36 2.40 0.086
H 14.72 3.85 -0.40 0.099
H 13.30 4.00 -1.42 0.094
H 14.10 2.42 -1.21 0.074
O -0.04 3.02 1.34 0.080
C -0.69 2.61 0.41 -0.520
O -0.22 1.54 -0.26 -0.013
C -0.94 0.95 -1.37 -0.229
C -0.61 1.65 -2.67 -0.054
C -1.95 3.30 -0.04 0.025
H -2.00 0.93 -1.18 0.078
H -0.60 -0.08 -1.39 0.123
H -0.95 2.69 -2.67 0.072
H -1.12 1.14 -3.49 0.088
H 0.46 1.64 -2.87 0.078
H -1.67 4.09 -0.73 0.099
H -2.40 3.76 0.84 0.093
H -2.67 2.65 -0.53 0.077
O -3.60 -0.70 -1.60 0.076
C -4.44 -1.32 -1.00 -0.526
O -5.60 -1.58 -1.61 0.012
C -6.66 -2.36 -1.00 -0.217
C -7.51 -1.53 -0.07 -0.062
C -4.23 -1.75 0.44 0.016
H -6.24 -3.24 -0.51 0.115
H -7.24 -2.71 -1.85 0.110
H -6.94 -1.16 0.78 0.067
H -8.34 -2.15 0.29 0.070
H -7.93 -0.68 -0.61 0.088
H -4.53 -0.92 1.08 0.094
H -3.17 -1.92 0.58 0.087
H -4.79 -2.63 0.74 0.073
O -9.58 -3.61 -1.36 0.086
C -10.10 -3.95 -2.39 -0.510
O -9.65 -5.09 -2.97 -0.001
C -10.23 -5.63 -4.16 -0.232
C -9.69 -4.97 -5.41 -0.063
C -11.16 -3.13 -3.07 0.027
H -11.32 -5.58 -4.11 0.111
H -9.95 -6.69 -4.13 0.123
H -9.96 -3.92 -5.46 0.069
H -10.10 -5.46 -6.30 0.083
H -8.60 -5.05 -5.44 0.083
H -10.66 -2.38 -3.69 0.104
H -11.72 -2.59 -2.31 0.065
H -11.84 -3.69 -3.70 0.077
O -12.87 -0.62 -1.63 0.092
C -13.46 -0.84 -0.61 -0.524
O -14.57 -1.61 -0.66 -0.001
C -15.31 -1.99 0.50 -0.232
C -16.28 -0.91 0.94 -0.062
C -13.03 -0.24 0.71 0.017
H -14.64 -2.29 1.31 0.110
H -15.85 -2.88 0.19 0.123
H -15.76 -0.01 1.26 0.068
H -16.88 -1.27 1.78 0.083
H -16.95 -0.65 0.12 0.085
H -13.48 0.75 0.79 0.096
H -11.95 -0.11 0.67 0.090
H -13.31 -0.81 1.59 0.072
```

Values from the calculation:
Net charge = +1
LUMO = -0.0975 Eh

***

# 2
C31H62AlBeCl7FN3O10P as an isolated structure at a distorted geometry, computed with the ωB97M-V functional and the def2-TZVPD basis.

```
117
Properties=species:S:1:pos:R:3:lowdin_charge:R:1
C -4.09 -2.45 0.14 -0.146
C -4.42 -3.13 -1.35 -0.232
C -3.30 -4.28 -1.73 -0.207
C -2.65 -4.04 -3.25 -0.194
C -1.22 -3.22 -3.20 -0.190
C -1.30 -1.71 -3.90 -0.189
C -1.28 -0.62 -2.67 -0.211
C -0.65 0.85 -3.08 -0.186
C -0.87 2.00 -1.89 -0.186
C 0.43 2.10 -0.87 -0.161
C -0.12 2.57 0.61 -0.018
C 0.05 4.14 1.03 0.135
C -0.56 4.58 2.53 -0.103
O -0.42 6.01 2.87 -0.056
C -1.30 3.46 3.52 -0.135
P -2.00 4.12 5.18 0.750
O -2.42 5.67 5.12 -0.305
O -0.69 4.04 6.37 -0.490
O -3.41 3.28 5.77 -0.192
N -1.39 1.99 3.06 -0.034
C -2.07 0.95 3.98 -0.105
C -3.67 0.73 3.60 -0.157
O -3.93 0.72 2.15 -0.233
C -5.10 1.55 1.78 -0.225
C -5.88 0.78 0.53 -0.096
C -0.84 1.52 1.70 0.060
C -0.96 -0.05 1.16 -0.105
C 0.45 -0.88 1.19 -0.347
C 0.24 -2.20 2.18 -0.334
C 1.73 -0.05 1.79 -0.100
H -3.43 -1.46 0.02 0.048
H -5.08 -2.10 0.68 0.062
H -3.50 -3.21 0.84 0.078
H -4.36 -2.31 -2.21 0.102
H -5.51 -3.59 -1.28 0.109
H -2.47 -4.27 -0.89 0.102
H -3.84 -5.33 -1.68 0.088
H -3.47 -3.49 -3.92 0.111
H -2.48 -5.10 -3.70 0.088
H -0.87 -3.19 -2.08 0.092
H -0.43 -3.91 -3.77 0.120
H -0.37 -1.61 -4.62 0.108
H -2.29 -1.65 -4.51 0.105
H -0.60 -1.02 -1.77 0.089
H -2.37 -0.49 -2.21 0.114
H -1.29 1.25 -4.00 0.122
H 0.46 0.82 -3.45 0.128
H -1.01 3.06 -2.37 0.121
H -1.80 1.76 -1.20 0.101
H 1.09 3.01 -1.27 0.128
H 1.10 1.14 -0.86 0.118
H 0.54 4.98 0.33 0.148
H 0.09 6.15 3.72 0.074
H -0.36 3.10 6.40 0.081
H -3.09 2.72 6.56 0.110
H -1.57 -0.13 3.88 0.136
H -1.92 1.23 5.13 0.121
H -3.92 -0.37 3.98 0.152
H -4.39 1.44 4.19 0.119
H -5.89 1.69 2.63 0.128
H -4.79 2.61 1.33 0.136
H -5.03 0.26 -0.12 0.070
H -6.60 -0.08 0.90 0.085
H -6.42 1.54 -0.19 0.088
H -1.77 -0.68 1.73 0.101
H -1.34 0.03 0.04 0.095
H 0.75 -1.30 0.13 0.134
H 1.18 -2.93 2.12 -0.154
H -0.73 -2.82 1.87 0.090
H 0.13 -1.80 3.27 0.066
H 2.63 -0.83 1.87 0.102
H 2.13 0.78 1.03 0.073
H 1.59 0.37 2.88 0.095
C -0.83 -0.65 -7.58 -0.709
O -0.77 -0.13 -6.48 0.000
N 0.13 -0.50 -8.51 0.155
N -1.87 -1.42 -7.97 0.158
H 0.10 -0.92 -9.42 0.101
H 0.93 0.07 -8.26 0.114
H -2.61 -1.55 -7.30 0.109
H -1.93 -1.85 -8.87 0.101
Cl 1.00 -4.17 3.34 0.027
Cl 0.87 4.44 5.40 0.642
Al 2.65 -5.07 1.47 0.579
Cl 2.49 -7.50 -0.26 -0.334
O -1.42 -7.42 -1.50 -0.287
Cl -2.49 -8.14 -2.17 0.680
O -2.22 -9.56 -2.13 -0.336
O -2.57 -7.71 -3.55 -0.287
O -3.74 -7.86 -1.51 -0.429
C 7.26 3.87 -1.76 -0.112
C 7.25 3.85 -0.23 -0.256
C 6.40 2.72 0.35 -0.203
C 4.91 2.78 0.01 -0.245
C 4.19 4.06 0.43 -0.244
C 4.19 4.30 1.93 -0.138
H 6.26 4.05 -2.16 0.064
H 7.91 4.67 -2.12 0.072
H 7.63 2.92 -2.16 0.077
H 6.91 4.82 0.14 0.101
H 8.28 3.72 0.12 0.108
H 6.53 2.71 1.44 0.106
H 6.80 1.76 0.00 0.121
H 4.41 1.92 0.49 0.090
H 4.77 2.63 -1.07 0.104
H 3.15 4.00 0.09 0.073
H 4.63 4.93 -0.08 0.104
H 3.72 3.46 2.46 0.062
H 3.63 5.21 2.17 0.058
H 5.21 4.42 2.32 0.078
Be -4.47 -9.38 -0.76 0.850
C 6.13 -3.57 3.60 -1.506
Cl 4.38 -3.78 3.74 0.459
Cl 6.99 -4.77 4.60 0.542
Cl 6.64 -3.69 1.91 0.526
H 6.39 -2.57 3.97 0.027
F 5.10 2.19 2.11 -0.395
```

Values from the calculation:
Net charge = +1
LUMO = -0.2713 Eh

***

# 3
C31H62O15 as an isolated structure at a distorted geometry, computed with the ωB97M-V functional and the def2-TZVPD basis.

```
108
Properties=species:S:1:pos:R:3:lowdin_charge:R:1
O 1.15 4.61 -3.83 -0.014
C 1.31 4.79 -2.53 -0.520
O 1.09 5.89 -2.01 0.069
C 0.75 7.04 -2.77 -0.219
C 0.97 8.25 -1.91 -0.102
C 1.53 3.62 -1.66 0.058
H -0.16 7.14 -3.25 0.099
H 1.35 7.17 -3.78 0.164
H 2.12 8.44 -1.43 0.145
H 0.30 8.29 -1.03 0.070
H 0.82 9.26 -2.24 0.049
H 2.29 3.88 -1.14 0.032
H 1.85 2.89 -2.37 0.111
H 0.58 3.61 -1.24 0.071
O 3.49 -3.27 -3.82 0.002
C 2.26 -3.67 -3.71 -0.450
O 1.72 -4.43 -2.80 -0.035
C 2.61 -5.07 -1.82 -0.157
C 1.63 -5.72 -0.69 -0.043
C 1.20 -2.98 -4.68 -0.023
H 3.19 -4.26 -1.35 0.109
H 3.35 -5.77 -2.21 0.117
H 2.31 -6.64 -0.26 0.129
H 0.62 -6.01 -1.09 0.072
H 1.60 -4.97 0.06 0.014
H 0.57 -2.28 -4.15 -0.045
H 0.40 -3.76 -5.12 0.143
H 1.68 -2.33 -5.35 0.067
O 2.36 0.98 2.52 0.045
C 2.62 -0.05 3.16 -0.615
O 3.72 -0.09 3.84 -0.034
C 4.56 1.00 3.83 -0.190
C 5.88 0.63 4.70 -0.030
C 1.74 -1.20 3.14 -0.013
H 4.00 1.92 4.32 0.165
H 4.68 1.04 2.72 0.135
H 5.59 0.10 5.70 0.113
H 6.45 1.44 4.88 0.013
H 6.55 -0.09 4.32 0.043
H 0.69 -1.07 2.46 0.149
H 1.75 -1.55 4.26 0.124
H 2.28 -2.17 2.52 0.146
O -1.32 -3.76 1.90 0.102
C -1.04 -4.88 1.62 -0.532
O -0.21 -5.73 2.35 -0.021
C 0.57 -5.20 3.48 -0.166
C 1.48 -6.30 3.76 -0.047
C -1.59 -5.46 0.35 -0.006
H -0.01 -5.08 4.16 0.037
H 1.02 -4.27 3.25 0.108
H 2.01 -6.00 4.42 -0.040
H 2.18 -6.61 2.96 0.104
H 1.02 -7.29 4.27 0.158
H -1.36 -6.49 0.22 0.061
H -1.30 -4.94 -0.59 0.092
H -2.73 -5.36 0.48 0.125
O -2.25 0.43 -4.26 0.037
C -2.14 -0.82 -4.55 -0.418
O -3.25 -1.57 -4.97 -0.031
C -4.52 -0.95 -5.02 -0.228
C -5.59 -1.88 -5.49 -0.038
C -0.85 -1.46 -4.75 -0.082
H -4.38 -0.14 -5.63 0.098
H -4.65 -0.58 -4.05 0.112
H -5.40 -2.52 -6.46 0.137
H -6.51 -1.48 -5.51 0.038
H -5.69 -2.56 -4.79 0.018
H 0.00 -0.76 -4.94 0.128
H -0.99 -2.16 -5.76 0.167
H -0.68 -2.11 -3.77 0.120
O -0.22 3.60 2.03 0.149
C -0.79 3.11 2.95 -0.457
O -1.54 3.76 3.94 -0.071
C -1.66 5.11 3.97 -0.294
C -2.91 5.61 4.58 -0.054
C -1.15 1.62 3.05 0.009
H -1.47 5.48 2.84 0.180
H -0.91 5.63 4.59 0.123
H -3.23 6.44 4.38 -0.025
H -2.86 5.56 5.82 0.156
H -3.73 5.00 4.32 0.060
H -2.14 1.26 3.32 0.058
H -0.30 1.14 3.65 0.107
H -0.97 1.19 2.05 0.077
O -3.41 3.65 0.56 0.071
C -3.18 2.56 1.07 -0.597
O -2.44 1.66 0.65 0.042
C -1.81 1.85 -0.65 -0.096
C -1.01 0.68 -0.98 -0.202
C -3.75 2.31 2.53 0.005
H -1.16 2.68 -0.77 0.107
H -2.52 1.76 -1.52 0.162
H -1.45 -0.21 -0.70 0.114
H -0.33 0.62 -0.04 0.036
H -0.77 0.42 -1.82 -0.041
H -3.84 1.31 2.92 0.063
H -4.68 3.00 2.65 0.117
H -2.97 2.92 3.17 0.077
C 1.15 -2.19 -0.59 0.026
C 0.69 -0.79 -1.04 -0.213
O -0.13 -0.85 -2.09 -0.056
C 0.94 0.45 -0.20 -0.130
H 1.08 -2.39 0.45 0.050
H 2.18 -2.03 -0.79 0.086
H 0.66 -2.94 -1.22 0.088
H 0.39 1.28 -0.54 0.040
H 2.11 0.71 -0.30 0.145
H 0.85 0.30 0.89 0.092
```

Values from the calculation:
Net charge = 0
Relative energy (zero: lowest compared OMol25 entry of this formula, charge and spin) = 14.7586 eV
LUMO = 0.0069 Eh

***

# 4
A 10-piece molecular cluster, C31H63BFO29 overall at a distorted geometry, computed with the ωB97M-V functional and the def2-TZVPD basis.

```
125
Properties=species:S:1:pos:R:3:lowdin_charge:R:1
C 1.75 -1.51 0.06 -0.091
C 2.97 -2.31 -0.40 -0.144
C 2.68 -3.36 -1.45 -0.564
F 1.40 -3.91 -1.20 0.003
C 2.78 -2.93 -2.90 -0.188
O 4.14 -2.76 -3.09 -0.114
B 4.79 -3.84 -2.24 -0.549
O 3.62 -4.37 -1.40 -0.058
H 1.39 -0.88 -0.76 0.067
H 0.96 -2.17 0.40 0.060
H 2.05 -0.88 0.90 0.059
H 3.76 -1.64 -0.74 0.121
H 3.36 -2.84 0.47 0.117
H 2.44 -3.82 -3.46 0.115
H 2.16 -2.07 -3.20 0.123
H 5.62 -3.27 -1.49 0.052
H 5.35 -4.74 -2.86 0.045
C -1.90 -0.64 -2.68 -0.020
O -1.31 0.60 -2.26 0.017
C -1.83 1.67 -2.84 -0.615
O -2.74 1.68 -3.64 0.104
O -1.19 2.76 -2.41 -0.003
C -1.70 3.98 -2.97 -0.041
H -1.39 -1.42 -2.13 0.096
H -2.96 -0.65 -2.44 0.096
H -1.76 -0.78 -3.75 0.101
H -2.74 4.12 -2.69 0.094
H -1.61 3.97 -4.05 0.099
H -1.08 4.77 -2.55 0.091
C 4.97 -3.87 4.23 -0.022
O 5.58 -2.66 4.71 -0.010
C 5.03 -1.55 4.22 -0.625
O 4.10 -1.51 3.47 0.132
O 5.71 -0.50 4.70 -0.018
C 5.21 0.76 4.23 -0.030
H 5.51 -4.68 4.71 0.092
H 3.92 -3.90 4.52 0.096
H 5.05 -3.94 3.15 0.103
H 4.18 0.90 4.54 0.098
H 5.29 0.82 3.15 0.100
H 5.84 1.51 4.69 0.092
C 2.19 -6.84 -3.09 0.005
O 1.93 -6.77 -4.51 0.024
C 1.78 -7.93 -5.11 -0.636
O 1.83 -9.02 -4.60 0.092
O 1.56 -7.71 -6.41 0.003
C 1.33 -8.89 -7.18 -0.048
H 2.30 -5.82 -2.73 0.062
H 1.36 -7.32 -2.58 0.094
H 3.12 -7.38 -2.90 0.107
H 0.45 -9.42 -6.82 0.091
H 2.20 -9.55 -7.13 0.094
H 1.17 -8.56 -8.20 0.090
C 2.34 -0.12 10.37 -0.044
O 3.43 0.31 9.55 0.000
C 4.21 -0.68 9.11 -0.627
O 4.05 -1.85 9.35 0.123
O 5.16 -0.15 8.36 0.011
C 6.07 -1.11 7.79 -0.027
H 1.81 0.78 10.65 0.091
H 1.68 -0.79 9.81 0.098
H 2.71 -0.64 11.26 0.095
H 5.55 -1.80 7.14 0.083
H 6.59 -1.65 8.58 0.099
H 6.78 -0.54 7.20 0.093
C -1.18 3.92 0.83 -0.007
O -2.05 4.61 1.75 -0.003
C -1.90 5.92 1.80 -0.620
O -1.12 6.58 1.15 0.116
O -2.75 6.41 2.70 0.004
C -2.69 7.84 2.85 -0.036
H -1.45 2.87 0.89 0.099
H -1.33 4.29 -0.18 0.073
H -0.14 4.05 1.13 0.108
H -2.93 8.34 1.92 0.090
H -1.70 8.14 3.19 0.093
H -3.43 8.09 3.61 0.095
C -2.19 2.40 4.36 -0.036
O -1.18 1.65 3.68 -0.005
C -1.10 0.37 4.03 -0.627
O -1.79 -0.18 4.84 0.119
O -0.09 -0.17 3.35 0.009
C 0.16 -1.55 3.65 -0.025
H -2.10 3.41 3.97 0.077
H -3.18 2.01 4.15 0.101
H -2.01 2.40 5.43 0.097
H -0.70 -2.16 3.40 0.100
H 0.41 -1.67 4.70 0.096
H 1.01 -1.83 3.03 0.078
C -6.92 4.95 -8.03 -0.047
O -6.47 4.99 -6.68 -0.002
C -6.30 3.78 -6.13 -0.628
O -6.49 2.73 -6.68 0.124
O -5.88 3.95 -4.88 0.008
C -5.62 2.73 -4.17 -0.031
H -7.02 5.98 -8.34 0.091
H -6.20 4.44 -8.66 0.096
H -7.89 4.45 -8.10 0.095
H -4.84 2.15 -4.65 0.081
H -6.53 2.14 -4.09 0.098
H -5.29 3.03 -3.18 0.088
C -2.15 13.54 1.55 -0.043
O -1.12 12.83 0.86 0.004
C -1.05 11.53 1.17 -0.623
O -1.76 10.97 1.96 0.114
O -0.07 10.99 0.47 0.012
C 0.12 9.59 0.72 -0.029
H -2.09 14.57 1.20 0.092
H -3.13 13.13 1.32 0.096
H -1.99 13.51 2.63 0.096
H -0.78 9.03 0.46 0.079
H 0.37 9.41 1.76 0.098
H 0.94 9.27 0.08 0.097
C -5.29 -8.60 -4.86 -0.048
O -4.37 -8.97 -3.83 -0.001
C -3.12 -9.19 -4.26 -0.627
O -2.76 -9.11 -5.41 0.118
O -2.37 -9.51 -3.22 0.012
C -0.99 -9.75 -3.54 -0.023
H -6.24 -8.45 -4.37 0.090
H -4.97 -7.67 -5.34 0.097
H -5.36 -9.39 -5.61 0.094
H -0.54 -8.86 -3.96 0.078
H -0.90 -10.58 -4.24 0.099
H -0.50 -10.00 -2.61 0.100
```

Values from the calculation:
Net charge = -1
LUMO = 0.0611 Eh